A molecular structure, C22H37NNbO17. Source: the Open Molecules 2025 dataset; level of theory: the ωB97M-V functional and the def2-TZVPD basis.

Each line ends with the Löwdin charge.
Cartesian coordinates (Å):
C: -0.0965 -2.4290 0.3934  -0.13
C: -0.5345 -1.9378 -0.7850  -0.32
Nb: -2.1103 -0.3694 -0.9498  1.29
C: -1.3598 0.0687 -3.0814  -0.35
O: -0.7949 -1.1227 -3.7594  -0.23
N: -1.5579 -1.5092 -4.7907  -0.12
O: -1.4118 -2.6635 -5.0438  -0.04
C: -3.0280 -1.0899 1.0040  -0.55
C: -4.5645 -0.8326 1.0283  -0.19
C: -2.3173 -0.5475 2.2539  -0.34
C: -2.2885 -1.5950 3.3961  -0.11
H: -0.0409 -3.5067 0.5498  0.04
H: 0.2074 -1.7539 1.1869  0.03
H: -0.0930 -2.3688 -1.6862  0.03
H: -0.9320 0.7907 -0.1323  -0.11
H: -3.2096 1.1002 -1.0292  -0.11
H: -3.3667 -1.4694 -1.7855  -0.11
H: -2.2055 0.3794 -3.6960  0.02
H: -0.5700 0.8123 -3.0959  0.01
H: -2.9137 -2.1747 1.0185  0.05
H: -5.1171 -1.7592 1.1897  0.05
H: -4.8970 -0.4705 0.0577  0.00
H: -4.8411 -0.0793 1.7647  0.05
H: -2.8488 0.3218 2.6445  0.09
H: -1.2977 -0.2288 2.0414  0.03
H: -1.3744 -2.1802 3.3344  0.05
H: -2.3899 -1.1310 4.3770  0.06
H: -3.1435 -2.2576 3.2735  0.06
C: 4.9500 -0.1298 -0.4917  -0.12
C: 4.2842 -1.3945 0.0119  -0.12
O: 2.9209 -0.9951 0.1261  0.05
C: 2.7045 0.0512 -0.7090  -0.56
O: 1.6429 0.5101 -0.9523  0.13
O: 3.8908 0.5101 -1.2072  0.05
H: 5.7935 -0.3208 -1.1509  0.13
H: 5.2696 0.5228 0.3232  0.13
H: 4.3516 -2.2166 -0.7038  0.13
H: 4.6651 -1.7254 0.9747  0.13
C: -2.3122 -5.3102 -7.7825  -0.11
C: -0.8590 -4.9138 -7.6539  -0.11
O: -0.1802 -6.0909 -8.1193  0.06
C: -1.0230 -6.7744 -8.9249  -0.58
O: -0.7110 -7.7018 -9.5996  0.15
O: -2.2728 -6.2590 -8.8601  0.05
H: -2.9641 -4.4776 -8.0285  0.13
H: -2.6900 -5.8064 -6.8880  0.13
H: -0.5943 -4.0776 -8.3024  0.13
H: -0.5725 -4.6770 -6.6337  0.12
C: 0.8360 3.4516 -3.1068  -0.12
C: 1.0408 4.8914 -2.6870  -0.13
O: -0.2761 5.4327 -2.8000  0.04
C: -1.1677 4.4017 -2.6912  -0.56
O: -2.3367 4.5454 -2.5775  0.17
O: -0.5191 3.2169 -2.7351  0.04
H: 1.4923 2.7520 -2.5935  0.12
H: 0.9353 3.3118 -4.1858  0.13
H: 1.3707 4.9793 -1.6497  0.13
H: 1.7320 5.4327 -3.3291  0.13
C: 0.8339 1.8677 3.5275  -0.10
C: 1.6418 2.1267 2.2762  -0.09
O: 2.9732 1.7623 2.6947  0.05
C: 2.8647 0.8964 3.7258  -0.59
O: 3.7811 0.2850 4.1850  0.13
O: 1.5954 0.8183 4.1630  0.07
H: -0.1786 1.5362 3.3129  0.13
H: 0.7943 2.7219 4.1954  0.09
H: 1.3457 1.4887 1.4404  0.11
H: 1.6102 3.1656 1.9588  0.13
C: 1.8889 3.8918 8.5081  -0.12
C: 1.2311 2.5982 8.9452  -0.12
O: 0.1666 2.4656 8.0003  0.07
C: 0.4983 3.1612 6.8893  -0.55
O: -0.0860 3.1087 5.8580  0.16
O: 1.5987 3.9208 7.1089  0.07
H: 2.9626 3.9074 8.6742  0.13
H: 1.4401 4.7688 8.9783  0.13
H: 1.8953 1.7379 8.8489  0.13
H: 0.8387 2.6356 9.9579  0.13

HOMO-LUMO gap, Eh: 0.2229
HOMO energy, eV: -4.265
E_tot, eV: -61252.3383
Net charge: -1
E_LUMO, eV: 1.802

=====

A molecular structure, C22H37O2PbSi. Source: the Open Molecules 2025 dataset; level of theory: the ωB97M-V functional and the def2-TZVPD basis.

Each line ends with the Löwdin charge.
Cartesian coordinates (Å):
O: -0.2602 1.9553 -2.8382  -0.15
C: 0.5405 3.1676 -2.8582  -0.13
C: -0.7272 3.9003 -2.4525  -0.08
H: 0.8671 3.3384 -3.8809  0.12
H: 1.3122 3.1687 -2.0888  0.11
C: -1.3398 2.5078 -2.0157  -0.51
H: -1.3115 4.2633 -3.3181  0.12
H: -0.6695 4.6828 -1.6994  0.11
C: -2.6672 2.2128 -2.6787  -0.03
H: -2.6553 2.0694 -3.7809  0.10
H: -3.3380 3.0644 -2.4480  0.10
H: -3.0210 1.2702 -2.2275  0.08
C: -1.4671 2.0887 -0.5304  -0.03
H: -0.5946 2.2711 0.1111  0.06
H: -1.7709 1.0215 -0.5370  0.07
H: -2.3292 2.6056 -0.0404  0.10
Pb: 1.1205 -0.9942 -0.0487  1.26
C: 0.7318 1.8639 3.8191  -0.11
C: 1.6662 0.8082 3.7100  -0.06
C: 2.4281 0.9932 2.5278  -0.15
H: 1.7336 -0.0551 4.3469  0.07
C: 1.9193 2.1510 1.8780  -0.08
C: 0.7831 2.6031 2.6120  -0.07
H: 0.0633 3.3491 2.2893  0.11
H: 0.1816 2.1186 4.7269  0.12
H: 3.2961 0.3842 2.2371  0.10
H: 2.3632 2.6447 1.0190  0.11
C: -1.4013 -0.0574 3.8710  -0.09
C: -2.0373 1.1202 3.3964  -0.08
C: -2.7632 0.7705 2.2288  -0.10
H: -2.0206 2.0928 3.8860  0.11
C: -2.5939 -0.6261 1.9998  -0.06
C: -1.8325 -1.1496 3.0767  -0.14
H: -1.6670 -2.2067 3.2951  0.08
H: -0.6775 -0.1427 4.6749  0.10
H: -3.3926 1.4477 1.6473  0.10
H: -3.0003 -1.2315 1.1943  0.11
O: 0.1037 -0.9140 -3.0297  -0.27
C: -0.4246 -0.5133 -4.3721  -0.15
C: 0.2441 -1.3771 -5.4581  -0.16
H: -0.2065 0.5482 -4.5183  0.10
H: -1.5156 -0.6727 -4.4755  0.12
C: 1.2132 -2.3192 -4.7364  -0.14
H: 0.7264 -0.6835 -6.1420  0.11
H: -0.4821 -1.9149 -6.0668  0.11
C: 0.9381 -2.0789 -3.2377  -0.28
H: 2.2519 -2.0939 -4.9982  0.11
H: 1.0386 -3.3789 -4.9742  0.11
H: 1.8581 -1.9164 -2.6475  0.04
H: 0.5275 -2.9769 -2.7357  0.11
C: 3.0243 -2.6764 1.7951  -0.27
Si: 1.2109 -2.4406 2.2223  0.30
C: 0.1352 -3.7651 1.4701  -0.26
C: 0.9759 -2.3998 4.0932  -0.19
H: 3.3786 -2.4213 0.7798  0.00
H: 3.1391 -3.7641 1.8887  0.04
H: 3.7045 -2.1885 2.5125  0.05
H: 0.7332 -4.6787 1.5644  0.04
H: -0.8058 -3.9063 2.0183  0.04
H: -0.1229 -3.6301 0.4098  0.01
H: 1.2924 -3.3894 4.4510  0.05
H: 1.6335 -1.6993 4.6183  0.02
H: -0.0411 -2.2209 4.4646  0.02

HOMO-LUMO gap (spin up / spin down), Eh: 0.2124 / 0.2013
HOMO energy (spin up / spin down), eV: -10.409 / -10.430
E_tot, eV: -40620.2256
Net charge: +1
E_LUMO (spin up / spin down), eV: -4.630 / -4.952
ΔE to the lowest compared entry with this formula, charge and spin, kJ/mol: 0.0

=====

A molecular structure, C22H38AuN2O3SSi3. Source: the Open Molecules 2025 dataset; level of theory: the ωB97M-V functional and the def2-TZVPD basis.

Each line ends with the Löwdin charge.
Cartesian coordinates (Å):
Au: -0.6470 1.0238 0.6934  1.12
C: 4.6991 -0.6056 -4.9263  -0.04
C: 4.3536 -0.1393 -3.5497  -0.26
C: 4.3487 -1.0281 -2.4771  -0.02
C: 3.9572 -0.6036 -1.2202  -0.07
C: 3.5877 0.7153 -1.0331  -0.28
C: 3.6455 1.6322 -2.0626  -0.05
C: 4.0234 1.1959 -3.3198  -0.02
S: 2.9783 1.1852 0.5786  0.65
O: 2.7649 -0.0169 1.3335  -0.33
O: 3.7736 2.2176 1.1713  -0.26
N: 1.4451 1.7416 0.2331  -0.12
C: 1.1048 3.0347 0.2516  -0.43
C: 1.9619 4.1490 0.1847  0.00
C: 1.4105 5.4074 0.2669  -0.03
C: 0.0301 5.5575 0.4044  -0.05
C: -0.7469 4.4158 0.4634  -0.12
N: -0.2262 3.2049 0.3603  -0.01
H: 4.2243 -1.5595 -5.1487  0.09
H: 5.7743 -0.7476 -5.0270  0.09
H: 4.3821 0.1303 -5.6593  0.08
H: 4.6367 -2.0568 -2.6302  0.12
H: 3.9300 -1.2697 -0.3730  0.12
H: 3.4040 2.6692 -1.8874  0.11
H: 4.0574 1.9062 -4.1320  0.12
H: 3.0267 3.9968 0.1459  0.10
H: 2.0520 6.2766 0.2400  0.12
H: -0.4232 6.5329 0.4586  0.11
H: -1.8192 4.4557 0.5720  0.11
C: -4.0019 2.0137 0.7900  -0.10
O: -3.0707 0.9608 0.8515  -0.36
Si: -3.3543 -0.6818 0.9376  0.44
C: -4.3897 -1.0904 2.4921  -0.14
C: -4.4641 -1.2125 -0.5204  -0.14
C: -1.4568 -1.0250 0.8829  -0.43
Si: -0.7452 -1.7418 2.5041  0.47
C: -0.9903 -0.4786 3.9335  -0.17
C: 1.1022 -2.2024 2.6243  -0.16
C: -1.7061 -3.3759 2.7909  -0.14
Si: -0.8120 -1.6807 -0.8220  0.47
C: -1.7214 -3.3331 -1.1433  -0.14
C: 1.0517 -2.0398 -0.8248  -0.16
C: -1.1330 -0.4150 -2.2239  -0.17
H: -5.0209 1.6342 0.7333  0.09
H: -3.7991 2.6129 -0.0986  0.09
H: -3.9010 2.6342 1.6818  0.10
H: -5.3174 -0.5214 2.4594  0.04
H: -3.8949 -0.8495 3.4267  0.02
H: -4.6737 -2.1370 2.5384  0.04
H: -5.3871 -0.6356 -0.4978  0.04
H: -4.7561 -2.2565 -0.4666  0.04
H: -4.0020 -1.0508 -1.4889  0.02
H: -0.2897 0.3446 3.8390  0.02
H: -0.7991 -0.9648 4.8845  0.04
H: -1.9910 -0.0668 3.9626  0.00
H: 1.7307 -1.4338 2.1901  -0.02
H: 1.3052 -3.1478 2.1345  0.03
H: 1.3843 -2.3002 3.6693  0.04
H: -2.7772 -3.2298 2.8204  0.00
H: -1.4036 -3.8293 3.7289  0.04
H: -1.4889 -4.0861 2.0003  0.02
H: -1.5619 -4.0317 -0.3299  0.02
H: -1.3369 -3.7952 -2.0477  0.04
H: -2.7883 -3.2030 -1.2644  0.01
H: 1.2586 -3.0700 -0.5543  0.04
H: 1.5851 -1.3990 -0.1379  -0.02
H: 1.4679 -1.8784 -1.8138  0.04
H: -2.1389 -0.0109 -2.2133  0.01
H: -0.9777 -0.8691 -3.1985  0.04
H: -0.4433 0.4210 -2.1432  0.01

HOMO-LUMO gap (spin up / spin down), Eh: 0.1938 / 0.1918
HOMO energy (spin up / spin down), eV: -11.461 / -11.314
E_tot, eV: -70708.6196
Net charge: +1
E_LUMO (spin up / spin down), eV: -6.187 / -6.093

=====

A molecular structure, C22H38BeF4N2O3SSi. Source: the Open Molecules 2025 dataset; level of theory: the ωB97M-V functional and the def2-TZVPD basis.

Each line ends with the Löwdin charge.
Cartesian coordinates (Å):
Be: -4.7009 8.3446 12.1385  0.02
C: -2.6469 6.3926 11.8272  -0.07
N: -3.8481 6.7799 12.6143  -0.26
C: -3.5337 6.5595 14.0667  -0.04
C: -4.9955 5.8885 12.1885  -0.17
C: -6.3026 6.5165 12.6371  -0.19
N: -6.1314 7.9640 12.7375  -0.06
C: -7.1033 8.6641 13.4095  -0.16
C: -7.9591 9.6442 12.8394  -0.13
F: -7.6673 10.0917 11.5997  0.08
C: -8.9589 10.2336 13.5925  -0.19
F: -9.7880 11.1460 12.9913  0.06
C: -9.2933 9.8559 14.8897  0.07
C: -8.4936 8.8598 15.4409  -0.22
F: -8.7944 8.3763 16.6515  0.09
C: -7.3519 8.4479 14.7727  -0.11
F: -6.3305 7.8261 15.5128  0.03
H: -2.3649 5.3464 12.0623  0.10
H: -2.8771 6.4517 10.7521  0.06
H: -1.7925 7.0047 12.1200  0.09
H: -3.4844 5.4567 14.2370  0.10
H: -2.5251 6.9629 14.2731  0.09
H: -4.3072 6.9273 14.7068  0.06
H: -5.0573 5.9991 11.0956  0.07
H: -4.8453 4.8229 12.4942  0.14
H: -7.1187 6.3012 11.9405  0.12
H: -6.6716 6.0891 13.5864  0.12
H: -10.0541 10.3865 15.4585  0.14
C: -1.6968 10.7897 12.8643  -0.02
C: -3.1905 10.6688 13.1302  -0.51
C: -4.0281 11.8973 12.9292  -0.02
C: -3.4347 10.0155 14.4814  -0.03
O: -3.7559 9.6609 12.0276  -0.22
Si: -3.5761 9.8844 10.3529  -0.11
S: -4.8707 8.3265 9.7340  0.40
O: -3.9223 11.4219 9.9369  -0.18
C: -4.8297 12.2914 9.1600  -0.64
C: -4.2712 13.6522 9.4329  -0.04
C: -6.2193 11.9878 9.6188  -0.04
C: -4.7019 12.0030 7.6637  -0.03
O: -1.9743 9.6399 10.0894  -0.18
C: -1.0192 9.4624 8.9492  -0.66
C: -0.6438 8.0187 8.8418  -0.04
C: 0.1292 10.2960 9.3704  -0.05
C: -1.6279 9.9101 7.6597  -0.04
H: -1.2438 11.1916 13.8248  0.12
H: -1.5205 11.4844 12.0579  0.08
H: -1.2231 9.8373 12.6912  0.08
H: -3.8638 12.5654 13.8253  0.11
H: -5.0950 11.6783 12.9906  0.09
H: -3.7730 12.4383 11.9706  0.08
H: -3.1603 10.8157 15.2560  0.12
H: -2.6516 9.2189 14.5874  0.09
H: -4.4829 9.6839 14.6569  0.09
H: -4.2702 13.8177 10.5151  0.08
H: -4.8304 14.4627 8.9145  0.10
H: -3.2286 13.7128 9.0797  0.09
H: -6.4709 12.1386 10.7001  0.09
H: -6.4144 10.9084 9.4213  0.07
H: -6.8425 12.6157 8.9265  0.11
H: -3.6507 12.1358 7.3852  0.07
H: -5.3786 12.7048 7.1320  0.10
H: -5.0932 11.0357 7.3393  0.09
H: 0.0458 7.7476 9.6785  0.09
H: -0.0563 7.8242 7.8860  0.11
H: -1.5338 7.3468 8.9327  0.09
H: 0.5536 9.9772 10.3589  0.10
H: -0.1433 11.3742 9.4374  0.10
H: 0.9161 10.2609 8.6001  0.10
H: -2.5262 9.3738 7.3911  0.09
H: -0.8509 9.7581 6.8785  0.10
H: -1.7987 11.0018 7.7693  0.09

HOMO-LUMO gap, Eh: 0.2963
HOMO energy, eV: -7.612
E_tot, eV: -62543.8641
Net charge: 0
E_LUMO, eV: 0.450

=====

> Among the records above, which one has the highest E_tot?

C22H37O2PbSi

=====

> net charge of number 4 (C22H38BeF4N2O3SSi)?

0